Density functional theory data (ωB97M-V/def2-TZVPD) for 2 unconnected molecules or ions with the total composition C2H2F2P.

XYZ file:
```
7
Properties=species:S:1:pos:R:3:nbo_charge:R:1
C 0.6441 -0.9601 -0.0647 -0.340
C 1.3928 -1.3025 0.7808 -0.064
F -0.1981 2.3335 -0.5338 -0.505
F -2.1376 1.0429 0.0166 -0.509
P -1.1985 1.3333 -1.1931 1.965
H -0.2180 -0.9141 -0.7548 0.196
H 1.7153 -1.5330 1.7490 0.257
```

Properties
Spin multiplicity: 1
HOMO level (eV): -15.35
Calculated total energy (a.u.): -618.10271
Frontier orbital gap (eV): 6.509
Charge: +1
Energy relative to the best compared isomer or geometry (same formula, charge and spin) (eV): 1.761


Density functional theory data (ωB97M-V/def2-TZVPD) for a single C4H5NO5 molecule.

XYZ file:
```
15
Properties=species:S:1:pos:R:3:nbo_charge:R:1
N -0.8899 -0.0956 -0.3930 -0.051
C -0.0314 -1.1146 -0.9739 0.929
C 1.0815 0.5731 0.9682 0.777
C -0.7318 1.2720 -0.7876 -0.362
C -0.3237 0.8375 0.5949 -0.203
O -2.1093 -0.7006 0.0363 -0.544
O 0.6998 -0.6364 -1.9393 -0.617
O 1.5250 1.3950 1.9161 -0.664
O -0.1582 -2.2558 -0.6329 -0.595
O 1.7491 -0.3189 0.4965 -0.604
H -1.9116 -1.6439 0.1906 0.498
H 1.3093 -1.3072 -2.2879 0.515
H 2.4543 1.2044 2.1237 0.503
H -1.6943 1.7876 -0.7691 0.189
H -0.9688 1.0035 1.4576 0.230
```

Properties
Spin multiplicity: 1
HOMO level (eV): -8.01
Calculated total energy (a.u.): -586.22911
Frontier orbital gap (eV): 8.575
Charge: 0
Energy relative to the best compared isomer or geometry (same formula, charge and spin) (eV): 4.592


Density functional theory data (ωB97M-V/def2-TZVPD) for a molecular structure, C25H56N2O3P2W.

XYZ file:
```
89
Properties=species:S:1:pos:R:3:lowdin_spin:R:1
W 0.7570 0.5964 -1.1737 0.779
C 0.5633 -1.2969 -0.6009 0.009
O 0.5396 -2.4688 -0.3528 0.043
C -0.3639 1.4964 0.1411 0.019
O -0.8537 2.2015 0.9969 0.075
P -1.7942 -0.0316 -1.4930 0.005
C -3.2734 -0.8041 -0.6374 -0.002
H -4.0668 -0.7606 -1.3956 -0.001
C -2.5087 1.5733 -2.0823 0.016
H -2.5031 2.1862 -1.1609 0.000
C -1.6235 -1.1999 -2.8954 0.000
H -1.4677 -2.1744 -2.4026 0.000
C 3.4204 -0.7090 -0.1242 0.025
P 2.0845 0.0563 0.8880 0.002
H 3.3234 -0.5167 2.8688 -0.001
H 3.1722 -1.7835 -0.1707 0.000
C 2.6933 1.7731 1.2716 -0.003
H 3.7975 1.7124 1.3251 0.000
C -1.5602 2.2005 -3.1055 0.006
H -1.6816 1.7377 -4.1020 0.001
H -0.4947 2.1841 -2.8224 0.004
H -1.8428 3.2650 -3.2051 0.000
C -3.9673 1.5292 -2.5820 0.005
H -4.2466 2.5403 -2.9128 0.002
H -4.6782 1.2338 -1.8111 0.000
H -4.0882 0.8659 -3.4519 0.000
C -2.8729 -1.3135 -3.7901 0.001
H -3.8003 -1.5103 -3.2334 0.000
H -2.7337 -2.1623 -4.4742 0.000
H -3.0092 -0.4272 -4.4229 0.000
C -0.3777 -0.8532 -3.7039 -0.002
H -0.2760 -1.6513 -4.4560 0.000
H 0.5723 -0.8612 -3.1219 0.000
H -0.4968 0.0915 -4.2513 0.000
C -3.1000 -2.2899 -0.2767 0.001
H -3.0310 -2.9208 -1.1781 0.000
H -3.9753 -2.6325 0.2913 0.000
H -2.2004 -2.4492 0.3293 0.000
C -3.7536 0.0165 0.5529 0.000
H -2.9693 0.0881 1.3181 0.000
H -4.6405 -0.4666 1.0083 0.000
H -4.0479 1.0370 0.2637 0.000
C 4.8380 -0.5868 0.4986 0.008
H 4.9079 -1.0509 1.4914 0.000
H 5.1485 0.4612 0.5711 0.000
H 5.5600 -1.1005 -0.1545 0.002
C 3.3209 -0.0948 -1.5203 0.005
H 3.7714 0.9071 -1.5556 0.002
C 1.3389 -0.6811 3.5469 0.001
H 2.3068 -0.1536 -2.0363 0.005
H 3.9599 -0.7265 -2.1569 -0.001
C 2.6049 -2.4527 2.2962 0.000
H 0.4793 -1.3440 3.4348 0.001
H 1.6936 -0.9048 4.5647 0.000
H 0.9677 0.3494 3.5309 0.000
C 2.3850 -0.9355 2.4637 -0.002
H 2.6508 -2.9426 3.2782 0.000
H 3.5552 -2.6799 1.7952 0.000
H 1.7922 -2.9134 1.7157 0.000
C 2.1960 2.3167 2.6354 0.000
H 1.0958 2.3140 2.6952 0.001
H 2.5076 3.3667 2.7419 0.000
H 2.6181 1.7751 3.4941 0.000
C 2.3244 2.6964 0.1082 -0.001
H 2.7694 2.4270 -0.8585 0.001
H 2.5698 3.7257 0.4025 0.000
H 1.2421 2.8467 -0.0317 -0.001
H -0.8423 -0.8362 2.6147 0.000
H -0.7461 -1.4453 2.0955 0.005
C -1.8220 2.2900 4.6184 0.055
N -1.8274 0.9042 5.0996 0.474
C -1.3948 0.6820 6.4625 0.064
C -1.9892 -0.0255 4.1103 0.013
O -2.1429 0.4346 2.9668 -0.027
N -1.8724 -1.3965 4.3516 0.221
C -2.2482 -1.9170 5.6269 0.028
C -2.1007 -2.4205 3.2870 0.020
H -1.9369 2.9627 5.4709 0.004
H -2.6438 2.4263 3.8960 0.014
H -0.8812 2.5121 4.0909 0.032
H -2.2092 0.2593 7.0658 0.029
H -0.5112 0.0218 6.5098 0.025
H -1.1216 1.6630 6.8806 0.001
H -3.1357 -1.3818 5.9822 0.010
H -2.4959 -2.9659 5.4960 0.001
H -1.4172 -1.8546 6.3145 0.011
H -2.5830 -2.0329 2.3875 0.005
H -1.1455 -2.9446 3.0099 0.009
H -2.7266 -3.2548 3.6345 0.003
```

Properties
Spin multiplicity: 3
HOMO level (alpha / beta) (eV): -20.89 / -20.46
Calculated total energy (a.u.): -2069.37425
Frontier orbital gap (alpha / beta) (eV): 7.585 / 5.125
Charge: +4


Question: Look up the spin multiplicity of the second one.
Answer: 1


Question: Which value of charge does entry 1 give?
Answer: +1